The following is a quantum chemistry calculation of a cluster of 2 separate species, C4H7NO in total, from the Open Molecules 2025 dataset.

Summary:
* E_LUMO: -0.074 eV
* molar mass: 85.106 g mol⁻¹
* energy above the lowest of the compared OMol25 structures with the same formula, charge and spin: 103.0 kcal/mol

CARTESIAN COORDINATES (ANGSTROEM)
C 2.1967 -0.2167 0.2688
C 0.7485 -0.1236 -0.0377
N 0.1907 0.8540 -0.7317
C -1.1258 0.5300 -0.9463
C -1.3111 -0.7790 -0.2527
O -0.0160 -1.1210 0.3386
H 2.3789 -0.3399 1.3401
H 2.6941 0.6767 -0.1074
H 2.5872 -1.1033 -0.2412
H -2.4495 2.0975 0.7467
H -2.2826 1.8526 0.0527
H -1.5530 -1.5655 -0.9747
H -2.0581 -0.7619 0.5449